A 2-piece molecular cluster, C5H7N3O overall. Source: the Open Molecules 2025 dataset; level of theory: ωB97M-V with the def2-TZVPD basis set.

Last column: Löwdin charge in e.
Atoms and positions in Å:
C 1.34461 -0.55173 -0.07321  -0.25
C -0.84448 -0.34927 0.17608  -0.04
C -0.18020 0.53867 0.92264  -0.37
C 0.93952 1.96255 -2.55311  0.02
C -0.78320 1.60243 1.80892  -0.04
N 1.19917 0.45311 0.75566  0.10
N 0.16629 -1.10684 -0.46905  -0.17
N -0.17171 -2.28453 -1.27912  0.11
O 0.24526 1.13267 -2.22958  0.00
H 2.32797 -0.97710 -0.33087  0.11
H -1.92064 -0.60161 0.05587  0.13
H -1.36676 2.26177 1.13974  0.08
H -1.49017 1.04500 2.54856  0.10
H -0.03422 1.96723 2.58225  0.10
H 0.29718 -1.98887 -2.11292  0.06
H 0.27139 -3.10348 -0.94189  0.05

Calculated values
Spin multiplicity ... 3
Maximum force ... 9.35 eV Å⁻¹
Molecular weight ... 125.131 g/mol
Highest occupied orbital energy (spin up / spin down) ... -4.019 / -9.740 eV
⟨S²⟩ ... 2.02



C39H47Cl3N7O3SV as an isolated structure. Source: the Open Molecules 2025 dataset; level of theory: ωB97M-V with the def2-TZVPD basis set.

Last column: Löwdin charge in e.
Atoms and positions in Å:
V 0.50889 -2.04625 -0.91174  1.06
C -0.98640 -3.11514 1.51393  -0.09
N 0.45889 -2.88991 1.64155  -0.24
C 1.19203 -4.14587 1.36932  -0.17
C 2.61521 -3.86173 0.86649  -0.16
C 2.84057 -4.24839 -0.58273  -0.17
N 1.72430 -3.75539 -1.41192  -0.03
C 1.53123 -4.41528 -2.49567  -0.04
C 0.38713 -4.32283 -3.37462  -0.13
C 0.35089 -5.05377 -4.56625  -0.01
C -0.81373 -5.11489 -5.30571  -0.05
C -1.96506 -4.48593 -4.83463  -0.04
C -1.96131 -3.77072 -3.64731  0.01
C -0.77289 -3.67235 -2.94218  -0.28
O -0.69169 -2.96653 -1.79950  -0.23
C 0.68095 -2.45386 3.04087  -0.18
C 2.10852 -2.32198 3.57389  -0.14
C 2.88437 -1.02899 3.32627  -0.19
N 2.95192 -0.68013 1.91806  0.00
C 4.05544 -0.82480 1.30437  -0.08
C 4.22334 -0.65095 -0.13927  -0.14
C 5.51358 -0.47171 -0.64520  -0.02
C 5.74171 -0.33942 -2.00343  -0.06
C 4.66656 -0.40548 -2.88376  -0.05
C 3.38129 -0.61569 -2.40791  -0.01
C 3.16241 -0.74496 -1.04351  -0.30
O 1.91957 -1.04124 -0.60527  -0.26
H -1.36589 -3.83003 2.25668  0.11
H -1.22557 -3.50928 0.52354  0.07
H -1.52294 -2.17363 1.65093  0.09
H 0.62743 -4.68719 0.60547  0.12
H 1.19447 -4.79192 2.25718  0.14
H 3.37352 -4.35873 1.47390  0.13
H 2.77767 -2.79111 0.96005  0.06
H 2.89400 -5.33466 -0.69259  0.13
H 3.78258 -3.82642 -0.94517  0.13
H 2.25060 -5.19532 -2.75626  0.15
H 1.23851 -5.57562 -4.89769  0.12
H -0.84060 -5.66666 -6.23246  0.12
H -2.88371 -4.56225 -5.39881  0.12
H -2.85628 -3.29217 -3.27888  0.12
H 0.18897 -3.19820 3.68513  0.13
H 0.12940 -1.52162 3.19822  0.12
H 2.70612 -3.17736 3.26679  0.10
H 2.02961 -2.40647 4.66022  0.13
H 3.88603 -1.13507 3.75737  0.13
H 2.38601 -0.21025 3.85448  0.09
H 4.95544 -1.12868 1.85072  0.14
H 6.34216 -0.42766 0.04899  0.12
H 6.74473 -0.19245 -2.37475  0.11
H 4.82958 -0.30693 -3.94774  0.12
H 2.53922 -0.68574 -3.08853  0.12
Cl -7.86717 3.29997 0.40607  0.73
C -6.26422 3.49122 -0.20273  -0.65
C -5.30353 2.53381 0.07706  -0.08
C -4.02184 2.71044 -0.41143  -0.06
C -3.65915 3.81278 -1.18172  -0.18
C -2.25909 4.04202 -1.70676  -0.27
C -1.59522 2.93368 -2.55136  -0.02
N -1.59375 1.55766 -2.05795  -0.05
C -2.60084 0.63299 -2.18026  -0.03
C -2.15260 -0.50439 -1.59396  -0.10
N -0.86478 -0.30683 -1.13604  -0.01
C -0.57071 0.94600 -1.44407  -0.15
O -1.31610 4.56725 -0.77158  -0.08
C -1.12835 3.96803 0.49398  -0.17
C -2.14088 4.34431 1.53048  -0.33
C -2.60588 3.52975 2.51330  -0.98
Cl -2.19276 1.86306 2.75415  0.67
S -3.74408 4.28025 3.54581  1.03
C -3.60099 5.74151 2.66523  -0.37
C -2.71880 5.64235 1.63577  -0.11
C -4.65792 4.75986 -1.42882  -0.57
Cl -4.32372 6.20593 -2.32999  0.76
C -5.95098 4.61065 -0.95344  -0.11
H -5.55536 1.67589 0.68179  0.11
H -3.28081 1.97679 -0.14835  0.09
H -2.34697 4.85825 -2.42907  0.10
H -0.55006 3.22185 -2.66825  0.14
H -2.04033 2.91354 -3.54777  0.15
H -3.53123 0.86876 -2.65941  0.14
H -2.65633 -1.44549 -1.47560  0.11
H 0.38484 1.42190 -1.29267  0.14
H -0.14746 4.34589 0.80256  0.13
H -1.05515 2.87513 0.42700  0.08
H -4.17036 6.60232 2.96620  0.08
H -2.48830 6.44772 0.95882  0.13
H -6.69781 5.36146 -1.16148  0.11
N 1.27041 2.05286 4.30293  0.01
C 1.37342 3.06392 3.25594  -0.23
C 1.73546 2.36822 1.95461  -0.14
N 0.96572 1.09381 1.87190  0.13
H 0.58833 2.31965 5.00009  0.09
H 2.15045 1.91536 4.78462  0.09
H 0.63727 0.90487 2.83312  0.08
H 2.11871 3.84116 3.44689  0.13
H 0.40770 3.55374 3.15369  0.10
H 2.79061 2.09510 1.92787  0.12
H 1.52355 2.99044 1.08870  0.11
H 0.16482 1.13211 1.24187  0.09
H 1.65340 0.31202 1.62134  0.08

Calculated values
Spin multiplicity ... 3
Maximum force ... 1.56 eV Å⁻¹
Molecular weight ... 851.221 g/mol
Highest occupied orbital energy (spin up / spin down) ... -13.042 / -13.042 eV
Total charge ... +2
⟨S²⟩ ... 2.01



C21H18O3S in the gas phase. Source: the Open Molecules 2025 dataset; level of theory: ωB97M-V with the def2-TZVPD basis set.

Last column: Löwdin charge in e.
Atoms and positions in Å:
C -0.37397 3.77669 -2.64877  -0.07
O 0.28237 2.71793 -2.02910  -0.01
C 1.13147 3.07139 -1.03870  -0.44
O 1.47643 4.22889 -0.78968  0.11
C 1.69537 2.05439 -0.22424  -0.06
C 3.00171 1.85120 0.00342  -0.12
C 4.22780 2.78640 -0.33984  0.03
O 3.45202 0.77487 0.84239  0.04
C 2.75170 -0.34219 1.15370  -0.20
C 3.35895 -1.48120 1.70075  0.01
C 2.72351 -2.67433 1.78603  -0.01
C 1.35336 -2.73721 1.39821  -0.15
C 0.52072 -3.85866 1.75658  0.00
C -0.85690 -3.85407 1.40548  -0.07
C -1.31311 -2.88591 0.52487  -0.08
C -0.49985 -1.83532 0.29073  -0.04
C 0.80102 -1.60946 0.76913  -0.12
C 1.42535 -0.38198 0.78681  -0.07
C 0.73288 0.89234 0.25448  -0.13
C -0.19464 1.43704 1.38444  -0.38
S 0.57750 2.08739 2.87988  1.02
C -1.05172 2.39249 3.55017  -0.37
C -2.02176 2.08942 2.63204  -0.16
C -1.54465 1.58180 1.37300  -0.33
C -2.50422 1.15805 0.29029  -0.03
H 0.34663 4.40542 -3.09048  0.08
H -1.13191 3.44294 -3.41674  0.12
H -0.81413 4.40392 -1.89241  0.09
H 3.99392 3.85413 -0.52983  0.09
H 4.60399 2.35216 -1.23224  0.06
H 4.99878 2.76543 0.46829  0.10
H 4.28107 -1.31153 2.08288  0.09
H 3.30756 -3.58738 2.01369  0.13
H 0.87172 -4.68579 2.35875  0.10
H -1.51107 -4.64769 1.76953  0.10
H -2.26215 -2.79380 0.03289  0.11
H -0.89136 -1.20823 -0.40489  0.07
H 0.22934 0.52388 -0.62507  0.12
H -1.28362 2.80650 4.50253  0.05
H -3.13350 2.12497 2.83651  0.13
H -3.18927 1.95464 -0.00466  0.09
H -1.82256 0.85728 -0.50725  0.06
H -2.99017 0.25782 0.68100  0.09

Calculated values
Maximum force ... 5.01 eV Å⁻¹
Molecular weight ... 350.439 g/mol
SMILES ... COC(=O)C1=C(C)Oc2ccc3ccccc3c2[C@H]1c1sccc1C
Highest occupied orbital energy ... -7.862 eV



C6H18O3RbS3 as an isolated structure. Source: the Open Molecules 2025 dataset; level of theory: ωB97M-V with the def2-TZVPD basis set.

Last column: Löwdin charge in e.
Atoms and positions in Å:
Rb -5.14263 -26.73837 -13.02406  0.99
C -4.82596 -22.12624 -14.20200  -0.25
S -6.29790 -23.14092 -14.40839  0.85
O -5.90362 -24.58989 -14.38078  -0.75
C -7.08638 -22.73966 -12.78379  -0.21
H -4.34680 -22.36055 -13.24807  0.06
H -5.08410 -21.06827 -14.15824  0.06
H -4.17286 -22.31817 -15.04814  0.06
H -7.42288 -21.71143 -12.82694  0.06
H -6.35583 -23.02136 -12.02700  0.05
H -7.91293 -23.44484 -12.71762  0.05
C -3.61501 -30.72650 -10.07843  -0.21
S -3.23664 -29.32249 -11.22444  0.81
O -4.04435 -28.13661 -10.75835  -0.67
C -1.53184 -29.08958 -10.67939  -0.25
H -3.16341 -31.62406 -10.48091  0.06
H -4.70508 -30.73072 -10.12883  0.04
H -3.34004 -30.39246 -9.08287  0.06
H -1.17303 -28.22527 -11.23782  0.05
H -0.96235 -29.98082 -10.94154  0.06
H -1.43155 -28.90391 -9.61169  0.07
C -8.70890 -30.44316 -11.48351  -0.25
S -8.27790 -29.23171 -12.73580  0.87
O -7.21104 -28.35060 -12.13632  -0.70
C -7.43013 -30.39015 -13.85866  -0.25
H -9.60884 -30.10095 -10.97479  0.05
H -7.94881 -30.57373 -10.71312  0.06
H -8.87447 -31.40598 -11.96427  0.06
H -8.07127 -31.10754 -14.36965  0.06
H -6.66804 -30.97634 -13.33300  0.06
H -6.87096 -29.84089 -14.61879  0.05

Calculated values
Maximum force ... 1.96 eV Å⁻¹
Molecular weight ... 319.876 g/mol
Highest occupied orbital energy ... -12.078 eV
Total charge ... +1



C31H47NO4P2Ru as an isolated structure. Source: the Open Molecules 2025 dataset; level of theory: ωB97M-V with the def2-TZVPD basis set.

Last column: Löwdin charge in e.
Atoms and positions in Å:
Ru 0.05729 -0.98598 -2.82389  1.16
C -0.34024 -2.64049 0.37613  -0.19
C 0.90917 -2.47844 -0.24550  -0.22
C 0.97693 -1.43030 1.79466  -0.14
C -0.33719 -1.90590 1.59929  -0.15
C 1.74352 -1.75198 0.64731  -0.19
C -1.40336 -3.58469 0.02720  -0.01
H -1.31202 -3.99448 -0.96724  0.08
H -2.44309 -3.27964 0.22626  0.10
H -1.21178 -4.45633 0.65520  0.12
C -1.34051 -1.91609 2.67151  0.00
H -2.30150 -2.27065 2.30327  0.09
H -1.44249 -0.87143 2.97346  0.08
H -0.98675 -2.48002 3.55157  0.12
C 1.51705 -0.95077 3.07867  0.01
H 1.34117 -1.69687 3.86617  0.11
H 0.94630 -0.05151 3.31626  0.09
H 2.58955 -0.70325 3.04610  0.10
C 3.20221 -1.66998 0.52623  -0.02
H 3.60929 -2.30520 1.32017  0.11
H 3.65110 -0.69231 0.73465  0.08
H 3.61832 -2.13886 -0.37245  0.09
C 1.39118 -3.44829 -1.24175  -0.03
H 1.67925 -4.35127 -0.64955  0.14
H 2.29469 -3.11200 -1.74319  0.06
H 0.66134 -3.67478 -2.03847  0.09
C -0.94799 -0.14192 -4.21832  -0.38
C -1.08954 -1.57073 -4.40083  -0.29
C -0.26957 -2.37094 -5.35626  -0.20
C 1.21806 -2.17436 -5.09585  -0.23
C 1.53693 -1.61829 -3.78567  -0.35
C 1.65853 -0.03300 -3.65083  -0.22
C 1.19970 0.97796 -4.60888  -0.21
C -0.12599 0.61855 -5.26172  -0.16
H -0.41470 -2.16491 -6.41261  0.12
H 1.73119 -1.73120 -5.94951  0.12
H -0.53188 -3.43405 -5.25063  0.12
H 0.06667 0.10013 -6.22139  0.12
H -1.87502 0.42917 -4.04771  0.10
H -2.13149 -1.93030 -4.46003  0.12
H -0.63096 1.53997 -5.59108  0.12
H 1.05428 1.95417 -4.09546  0.10
H 2.50346 0.31184 -3.05199  0.04
H 1.99486 1.15247 -5.34894  0.14
H 1.62893 -3.17456 -4.99313  0.11
H 2.39288 -2.02370 -3.28006  0.08
P -1.44767 0.15318 -1.19648  0.84
P 1.48842 1.15270 -0.78859  0.90
C -1.14148 1.92028 -1.67115  -0.35
C 0.31044 2.41243 -1.45442  -0.35
H -1.75517 2.60018 -1.08482  0.09
H -1.47950 2.11075 -2.69975  0.08
H 0.76593 2.75132 -2.38552  0.06
H 0.38925 3.17054 -0.65489  0.09
C 1.60972 1.60877 0.93281  -0.25
H 2.31951 0.97230 1.45487  0.03
H 0.62352 1.48394 1.42287  0.02
H 1.87932 2.64900 0.88223  0.07
C 3.29253 1.28336 -1.15257  -0.25
H 3.40480 2.23594 -1.68300  0.06
H 3.67309 0.44193 -1.74998  0.03
H 3.80820 1.25063 -0.17500  0.05
C -2.32664 0.41658 0.37667  -0.24
H -2.66158 -0.51163 0.80887  0.03
H -3.15895 1.10561 0.29916  0.07
H -1.71903 0.94928 1.11560  0.00
C -2.83770 -0.79097 -2.03464  -0.26
H -2.37531 -1.51494 -2.71153  -0.02
H -3.58521 -0.10137 -2.46858  0.07
H -3.33335 -1.32766 -1.22460  0.04
O -1.10111 3.67159 1.98987  0.00
C -1.08443 2.71932 2.78819  -0.58
O -0.79443 1.48070 2.45531  -0.21
C -1.29625 2.88646 4.25862  -0.13
C -1.47672 4.16691 4.83421  0.00
C -1.57693 4.27639 6.21594  0.00
C -1.49757 3.11940 7.03521  -0.17
C -1.32418 1.84996 6.47479  -0.01
C -1.23552 1.75075 5.09433  -0.02
N -1.57477 3.22391 8.45228  -0.35
O -1.69687 4.36607 8.94956  0.15
O -1.46827 2.18840 9.15002  0.14
H -1.55157 5.02199 4.15316  0.12
H -1.71764 5.25663 6.66167  0.11
H -1.26440 0.96979 7.10959  0.11
H -1.12028 0.75479 4.66856  0.09

Calculated values
Spin multiplicity ... 6
Maximum force ... 8.26 eV Å⁻¹
Molecular weight ... 660.738 g/mol
Highest occupied orbital energy (spin up / spin down) ... -8.954 / -10.506 eV
Total charge ... +1
⟨S²⟩ ... 8.79



C5H9N3 in the gas phase. Source: the Open Molecules 2025 dataset; level of theory: ωB97M-V with the def2-TZVPD basis set.

Last column: Löwdin charge in e.
Atoms and positions in Å:
C 2.10363 -0.33551 0.64104  -0.15
C 1.37423 -0.58646 -0.66961  -0.26
C -0.14510 -0.47744 -0.26820  -0.23
C -0.97715 -1.71152 -0.29920  -0.21
N -1.84466 -2.49582 -0.05389  0.09
C -0.91761 0.65734 -0.15363  -0.58
N -2.08202 0.45489 0.44118  0.03
N -0.73417 1.93870 -0.40072  0.08
H 1.75431 0.62831 1.04668  0.07
H 1.75054 -1.33749 1.13594  0.11
H 3.24428 -0.41578 0.68934  0.08
H 1.75053 0.22252 -1.38369  0.10
H 1.34395 -1.60390 -1.30589  0.14
H -3.02312 0.89286 0.05903  0.16
H -2.31964 -0.63363 0.78869  0.16
H -1.64103 2.54243 0.09085  0.21
H 0.36302 2.26051 -0.35792  0.18

Calculated values
Maximum force ... 8.14 eV Å⁻¹
Molecular weight ... 111.148 g/mol
SMILES ... CCC(C#N)=C(N)N
Highest occupied orbital energy ... -8.018 eV



A 2-piece molecular cluster, C4H10NO overall. Source: the Open Molecules 2025 dataset; level of theory: ωB97M-V with the def2-TZVPD basis set.

Last column: Löwdin charge in e.
Atoms and positions in Å:
C -1.20112 2.69028 -0.21565  -0.45
O -0.28549 1.70927 0.06299  -0.44
H -2.25240 2.31169 -0.22146  0.03
H -1.16444 3.51555 0.52451  0.03
H -1.06408 3.16218 -1.21961  0.03
C 0.87683 -1.27442 1.66120  -0.13
C 1.21190 -1.04862 0.19630  -0.34
C -0.64307 -0.82835 -1.23887  -0.08
N 0.17668 -1.63465 -0.67543  -0.07
H 1.72263 -0.99078 2.29543  0.06
H -0.00662 -0.68735 1.93530  0.07
H 0.64151 -2.33110 1.84445  0.05
H 2.15920 -1.53694 -0.06192  0.09
H 1.26768 0.02131 -0.00880  0.07
H -0.68559 0.28786 -1.00917  0.05
H -1.32158 -1.28174 -1.96158  0.04

Calculated values
Maximum force ... 0.89 eV Å⁻¹
Molecular weight ... 88.130 g/mol
Highest occupied orbital energy ... -2.559 eV
Total charge ... -1



C2H7NO in the gas phase. Source: the Open Molecules 2025 dataset; level of theory: ωB97M-V with the def2-TZVPD basis set.

Last column: Löwdin charge in e.
Atoms and positions in Å:
N 0.56569 -0.36037 1.52382  -0.02
C -0.21445 0.37001 0.53853  -0.29
C 0.12456 -0.13255 -0.86290  -0.29
O -0.61304 0.62519 -1.79631  -0.07
H 0.30650 -1.34199 1.51724  0.06
H 0.37784 0.00019 2.45265  0.06
H 0.05524 1.42658 0.60298  0.12
H -1.30408 0.28999 0.67963  0.11
H -0.13225 -1.20002 -0.94224  0.11
H 1.20432 -0.02540 -1.02793  0.12
H -0.37035 0.34837 -2.68546  0.08

Calculated values
Maximum force ... 0.47 eV Å⁻¹
Molecular weight ... 61.084 g/mol
SMILES ... NCCO
Highest occupied orbital energy ... -9.425 eV